(1)
ORCA calculation (wB97M-V/def2-TZVPD) on one molecule with the formula C2H2N4O3.

```
11
C2H2N4O3 (wB97M-V/def2-TZVPD)
C 0.73 1.34 0.52
C -0.47 -0.52 -0.60
N 1.52 2.14 0.51
N -0.48 -0.25 1.89
N 0.09 0.26 0.74
N 0.18 -0.07 -1.82
O -0.06 1.05 -2.23
O -1.18 -1.47 -0.57
O 0.91 -0.91 -2.23
H -1.36 -0.60 1.68
H 0.11 -0.99 2.10
```

Summary:
SMILES = N#CN(N)C(=O)[N+](=O)[O-]
E_HOMO = -10.57 eV
HOMO-LUMO gap = 9.4 eV
Total charge = 0

(2)
ORCA calculation (wB97M-V/def2-TZVPD) on a 2-piece molecular cluster, C2H8NS overall.

```
12
C2H8NS (wB97M-V/def2-TZVPD)
C -0.25 -0.65 -0.06
C 0.45 -0.42 1.19
N 1.49 -1.09 1.45
S -0.93 2.44 -1.73
H -0.62 0.28 -0.48
H -0.89 -1.37 0.25
H 0.34 -1.26 -0.77
H 0.06 0.19 1.89
H -2.24 2.73 -1.91
H 1.84 -1.72 0.72
H 1.86 -0.97 2.37
H -1.10 1.84 -2.93
```

Summary:
E_HOMO = -13.05 eV
HOMO-LUMO gap = 8.2 eV
Total charge = +1

(3)
ORCA calculation (wB97M-V/def2-TZVPD) on one molecule with the formula C6H11N3O2S.

```
23
C6H11N3O2S (wB97M-V/def2-TZVPD)
C -0.26 -1.66 -0.57
C -2.30 -2.56 0.12
C 3.12 1.95 0.05
C 1.86 1.96 -0.76
C 0.63 2.39 0.15
C -1.38 -2.46 -0.85
N 0.52 -0.91 -0.10
N -3.47 -3.32 -0.07
N 0.55 1.54 1.29
O -1.63 0.46 0.37
O -0.50 -0.52 2.31
S -0.43 0.34 1.20
H -1.98 -2.21 1.06
H 4.05 1.82 -0.48
H 3.19 2.88 0.69
H 3.09 1.18 0.78
H 1.64 0.90 -1.12
H 1.90 2.51 -1.64
H 0.88 3.35 0.59
H -0.30 2.50 -0.49
H -1.45 -2.78 -1.94
H -4.27 -3.60 0.44
H -3.47 -3.76 -1.01
```

Summary:
E_HOMO (alpha / beta) = -6.15 / -8.84 eV
HOMO-LUMO gap (alpha / beta) = 6.1 / 5.3 eV
Spin multiplicity = 3
Total charge = 0
⟨S²⟩ = 2.01

(4)
ORCA calculation (wB97M-V/def2-TZVPD) on a 13-piece molecular cluster, H26O13 overall.

```
39
H26O13 (wB97M-V/def2-TZVPD)
O -0.41 1.23 -3.16
H -1.15 1.37 -3.76
H -0.73 0.59 -2.53
O -3.18 0.01 -0.24
H -3.30 -0.83 0.22
H -2.26 0.23 -0.11
O 1.88 -1.46 1.28
H 1.24 -1.87 1.87
H 2.67 -1.36 1.81
O 0.51 -2.81 -0.94
H 0.79 -2.43 -0.11
H 1.22 -3.41 -1.18
O -0.43 0.51 2.93
H 0.49 0.48 3.19
H -0.91 0.21 3.70
O -2.25 2.25 2.32
H -1.48 1.70 2.48
H -2.99 1.72 2.64
O 2.03 -0.59 -3.28
H 1.19 -0.57 -3.74
H 1.86 -0.16 -2.44
O 0.00 3.49 -0.02
H -0.86 3.88 -0.11
H -0.18 2.58 0.23
O 2.80 -0.04 -0.87
H 3.73 0.06 -1.08
H 2.77 -0.70 -0.18
O -1.37 -1.19 -2.16
H -0.98 -1.78 -1.51
H -2.29 -1.13 -1.90
O 2.36 2.42 0.42
H 2.02 1.67 -0.06
H 2.96 2.05 1.06
O -0.01 0.49 0.28
H 0.44 -0.27 -0.07
H -0.02 0.36 1.23
O -2.04 -2.24 0.87
H -2.82 -2.19 1.43
H -1.31 -2.28 1.48
```

Summary:
E_HOMO = -9.70 eV
HOMO-LUMO gap = 8.3 eV
Total charge = 0

(5)
ORCA calculation (wB97M-V/def2-TZVPD) on a 5-piece molecular cluster, C2H13NO4 overall.

```
20
C2H13NO4 (wB97M-V/def2-TZVPD)
C 0.78 -1.53 0.90
C 2.06 0.19 1.91
N 1.53 -0.26 0.84
H 0.65 -2.06 1.85
H 1.15 -2.30 0.03
H -0.25 -1.40 0.60
H 2.62 1.20 1.62
H 2.28 -0.30 2.88
H -1.99 2.78 -2.10
H -0.63 2.49 -1.37
O -1.18 3.09 -1.61
H 1.55 0.75 -1.53
H 2.49 -0.23 -1.66
O 1.94 0.36 -2.23
H -1.97 -1.04 -1.93
H -1.74 -1.17 -0.43
O -2.12 -1.50 -1.15
H -2.66 0.98 0.65
H -2.43 -0.22 1.74
O -2.07 0.17 0.98
```

Summary:
SMILES = C=NC.O.O.O.O
E_HOMO = -10.27 eV
HOMO-LUMO gap = 10.6 eV
Total charge = 0

(6)
ORCA calculation (wB97M-V/def2-TZVPD) on C23H27BClI2N10O2W as an isolated structure.

```
67
C23H27BClI2N10O2W (wB97M-V/def2-TZVPD)
W -0.21 1.31 -0.13
C 2.69 2.33 1.88
C 1.97 1.10 2.29
C 2.35 0.21 3.30
C 1.41 -0.79 3.27
N 0.52 -0.53 2.30
N 0.84 0.65 1.70
B -0.72 -1.34 1.88
N -1.92 -0.39 1.98
C -3.12 -0.54 2.55
C -3.71 0.69 2.67
C -2.80 1.61 2.14
C -2.99 3.07 2.16
N -1.72 0.94 1.67
N -0.62 -1.76 0.40
C -0.77 -2.99 -0.13
C -0.80 -2.88 -1.50
C -0.69 -1.52 -1.77
C -0.70 -0.94 -3.13
N -0.58 -0.83 -0.61
N -0.76 -2.58 2.74
C -1.36 -2.89 3.93
C -0.84 -4.07 4.37
C 0.10 -4.46 3.37
C 0.96 -5.65 3.29
N 0.12 -3.54 2.43
H 3.72 2.28 2.23
H 2.70 2.45 0.79
H 2.24 3.22 2.34
H 3.19 0.30 3.95
H 1.34 -1.67 3.89
H -3.50 -1.50 2.82
H -4.67 0.93 3.09
H -3.25 3.37 3.18
H -2.10 3.62 1.84
H -3.83 3.36 1.53
H -0.84 -3.86 0.49
H -0.90 -3.67 -2.21
H -1.38 -1.53 -3.75
H -1.03 0.09 -3.16
H 0.29 -1.03 -3.59
H -2.09 -2.25 4.38
H -1.10 -4.62 5.26
H 0.65 -6.43 3.98
H 0.98 -6.03 2.27
H 1.99 -5.38 3.53
I 1.64 4.40 -1.84
C -0.34 4.95 -1.99
I -2.66 1.93 -1.24
H -0.71 5.15 -2.98
H -0.77 5.45 -1.14
O 1.60 0.79 -0.51
N 2.13 0.76 -1.72
N 1.25 1.25 -2.57
O 0.10 1.68 -2.00
C 1.46 1.31 -3.93
C 2.63 0.74 -4.46
C 2.82 0.74 -5.82
C 1.86 1.30 -6.67
C 0.71 1.88 -6.13
C 0.49 1.89 -4.77
H 3.36 0.31 -3.79
H 3.72 0.31 -6.23
H 2.01 1.28 -7.73
H -0.01 2.34 -6.79
H -0.40 2.33 -4.35
Cl 0.03 3.37 0.75
```

Summary:
E_HOMO (alpha / beta) = -13.33 / -13.33 eV
HOMO-LUMO gap (alpha / beta) = 5.5 / 2.3 eV
Spin multiplicity = 4
Total charge = +2
⟨S²⟩ = 3.77

(7)
ORCA calculation (wB97M-V/def2-TZVPD) on one molecule with the formula C6H12O.

```
19
C6H12O (wB97M-V/def2-TZVPD)
C -1.92 -1.25 0.64
C -1.33 -0.53 -0.57
C -0.17 0.40 -0.21
C 1.19 -0.33 -0.06
C 2.18 0.47 0.78
C -0.06 1.58 -1.16
O 0.79 2.44 -1.08
H -2.74 -1.92 0.35
H -1.17 -1.85 1.15
H -2.32 -0.53 1.36
H -1.00 -1.26 -1.32
H -2.13 0.06 -1.05
H -0.37 0.86 0.77
H 1.61 -0.54 -1.05
H 1.00 -1.30 0.41
H 3.07 -0.12 1.04
H 1.71 0.80 1.71
H 2.50 1.37 0.24
H -0.84 1.65 -1.95
```

Summary:
SMILES = CCC(C=O)CC
E_HOMO = -9.63 eV
HOMO-LUMO gap = 10.6 eV
Total charge = 0

(8)
ORCA calculation (wB97M-V/def2-TZVPD) on a 2-piece molecular cluster, C5H16N3 overall.

```
24
C5H16N3 (wB97M-V/def2-TZVPD)
C 2.48 1.09 1.57
C 1.88 0.79 0.24
C 1.69 1.71 -0.73
N 1.51 -0.58 0.00
H 2.96 2.07 1.48
H 1.73 1.15 2.37
H 3.22 0.34 1.90
H 1.27 1.46 -1.70
H 2.04 2.72 -0.56
H 0.17 -0.91 0.83
H 2.26 -1.23 0.32
H 1.51 -0.73 -1.03
C -1.68 -1.36 0.01
C -2.13 -0.11 -0.79
N -2.33 -0.47 -2.18
N -0.87 -0.87 1.17
H -2.56 -1.91 0.33
H -1.04 -2.01 -0.59
H -2.99 0.29 -0.24
H -1.29 0.59 -0.76
H -2.49 0.36 -2.75
H -3.18 -1.00 -2.30
H -1.24 0.05 1.41
H -0.94 -1.45 2.00
```

Summary:
E_HOMO (alpha / beta) = -1.97 / -7.94 eV
HOMO-LUMO gap (alpha / beta) = 2.2 / 8.2 eV
Spin multiplicity = 2
Total charge = 0
⟨S²⟩ = 0.75

Which value of total charge does entry 4 give? 0